# 1
This record from the OMol25 dataset describes 10 unconnected molecules or ions with the total composition C90H190N10O10 at a distorted geometry. The level of theory is the ωB97M-V functional and the def2-TZVPD basis.

Last column: Mulliken charge in e.
Positions of all 300 atoms, in Å:
C: -0.840 6.867 -0.010  -2.33
C: -0.998 7.604 1.413  2.02
C: -2.495 7.438 1.743  -1.83
C: -0.002 6.890 2.323  -0.10
C: 0.176 7.615 3.630  -1.15
C: 0.617 9.123 3.376  -1.22
C: -0.465 9.847 2.562  1.11
C: -1.705 10.116 3.569  -1.52
C: 0.145 11.281 2.230  -1.58
N: -0.655 9.055 1.368  0.37
O: -1.346 9.758 0.537  -0.51
H: -1.013 5.791 -0.028  0.24
H: -1.351 7.339 -0.849  0.49
H: 0.204 7.056 -0.259  0.50
H: -3.092 8.244 1.317  0.44
H: -2.960 6.540 1.335  0.29
H: -2.729 7.406 2.807  0.30
H: -0.360 5.925 2.681  0.07
H: 0.975 6.774 1.854  0.00
H: -0.834 7.674 4.036  0.42
H: 0.746 7.080 4.390  0.42
H: 1.498 8.857 2.792  0.30
H: 0.968 9.643 4.267  0.60
H: -1.513 10.816 4.382  0.36
H: -2.271 9.200 3.740  0.31
H: -2.393 10.670 2.930  0.47
H: -0.641 12.036 2.250  0.36
H: 0.567 11.293 1.225  0.35
H: 0.873 11.466 3.020  0.38
H: -0.780 9.775 -0.238  0.38
C: -6.995 5.318 -1.497  -1.88
C: -6.321 4.059 -0.852  1.94
C: -4.858 4.335 -0.625  -2.57
C: -7.010 3.854 0.530  -1.32
C: -8.321 3.034 0.624  -0.92
C: -8.142 1.813 -0.244  -1.20
C: -7.666 2.067 -1.703  1.75
C: -7.309 0.641 -2.221  -2.03
C: -8.847 2.751 -2.526  -1.76
N: -6.422 2.829 -1.647  0.90
O: -5.637 2.893 -2.751  -0.43
H: -6.547 5.271 -2.490  0.39
H: -8.079 5.337 -1.610  0.29
H: -6.616 6.245 -1.067  0.47
H: -4.326 3.410 -0.403  0.45
H: -4.430 4.573 -1.599  0.55
H: -4.504 5.131 0.031  0.46
H: -6.259 3.460 1.215  0.47
H: -7.366 4.782 0.978  0.32
H: -8.527 2.759 1.658  0.43
H: -9.145 3.603 0.193  0.38
H: -9.124 1.364 -0.102  0.43
H: -7.576 1.056 0.300  0.38
H: -8.057 -0.127 -2.026  0.52
H: -6.357 0.281 -1.829  0.23
H: -7.305 0.627 -3.311  0.44
H: -9.370 3.621 -2.129  0.26
H: -9.601 2.089 -2.952  0.42
H: -8.518 3.173 -3.476  0.44
H: -4.930 2.275 -2.557  0.21
C: 7.463 -0.051 6.937  -1.87
C: 7.113 0.382 5.425  1.42
C: 6.895 1.907 5.326  -1.56
C: 8.292 -0.203 4.546  -1.00
C: 7.861 -0.043 3.133  -0.99
C: 6.510 -0.926 2.831  -1.38
C: 5.315 -0.588 3.763  2.56
C: 4.579 0.647 3.233  -1.35
C: 4.480 -1.917 3.742  -2.08
N: 5.875 -0.485 5.111  0.26
O: 4.864 -0.293 5.933  -0.45
H: 6.859 0.499 7.659  0.41
H: 7.365 -1.123 7.109  0.39
H: 8.473 0.305 7.138  0.49
H: 5.828 2.102 5.431  0.31
H: 7.359 2.470 6.135  0.44
H: 7.239 2.322 4.378  0.28
H: 9.235 0.220 4.890  0.48
H: 8.291 -1.290 4.637  0.33
H: 7.647 0.942 2.717  0.26
H: 8.655 -0.369 2.462  0.49
H: 6.814 -1.973 2.845  0.65
H: 6.250 -0.759 1.786  0.06
H: 5.277 1.258 2.661  0.06
H: 4.150 1.285 4.005  0.48
H: 3.800 0.337 2.536  -0.17
H: 4.991 -2.787 4.154  0.55
H: 4.376 -2.268 2.716  0.34
H: 3.466 -1.989 4.135  0.22
H: 4.596 -1.027 6.491  0.34
C: -0.983 2.782 -0.942  -1.22
C: -0.162 1.755 -0.063  3.44
C: 1.135 1.510 -0.890  -0.55
C: 0.127 2.441 1.238  -0.95
C: 0.777 1.530 2.355  0.25
C: 0.026 0.219 2.481  -1.65
C: -0.498 -0.545 1.231  2.19
C: 0.635 -1.541 0.712  -1.32
C: -1.770 -1.354 1.709  -1.36
N: -0.930 0.499 0.237  -0.41
O: -1.511 -0.118 -0.899  0.41
H: -2.003 2.943 -0.593  0.40
H: -0.340 3.597 -1.275  -0.28
H: -0.984 2.332 -1.934  -0.26
H: 1.771 0.636 -0.751  -0.44
H: 0.790 1.121 -1.849  -0.40
H: 1.643 2.436 -1.160  0.30
H: 0.960 3.119 1.052  -0.37
H: -0.712 2.951 1.710  0.53
H: 1.826 1.365 2.112  -1.08
H: 0.807 2.062 3.306  0.88
H: -0.729 0.227 3.267  0.30
H: 0.593 -0.539 3.021  0.43
H: 0.319 -2.007 -0.221  -0.06
H: 0.862 -2.378 1.373  0.77
H: 1.589 -1.054 0.514  -0.13
H: -1.623 -1.757 2.711  0.29
H: -2.013 -2.015 0.877  -0.28
H: -2.723 -0.824 1.730  0.60
H: -2.109 0.536 -1.269  0.00
C: 8.255 -1.041 -4.452  -1.65
C: 6.785 -1.506 -4.370  1.73
C: 5.849 -0.648 -5.231  -1.63
C: 6.717 -2.917 -4.969  -1.75
C: 5.503 -3.685 -4.474  -0.93
C: 5.154 -3.556 -2.971  -0.27
C: 5.153 -2.061 -2.394  2.63
C: 3.766 -1.445 -2.843  -1.50
C: 5.247 -2.121 -0.857  -1.95
N: 6.384 -1.420 -2.927  0.03
O: 6.530 -0.188 -2.464  -0.06
H: 8.713 -0.959 -3.467  0.24
H: 8.874 -1.714 -5.044  0.48
H: 8.281 -0.030 -4.860  0.34
H: 5.842 0.388 -4.891  0.38
H: 5.921 -0.719 -6.317  0.42
H: 4.801 -0.904 -5.077  0.24
H: 6.815 -3.036 -6.048  0.46
H: 7.583 -3.484 -4.625  0.51
H: 4.625 -3.259 -4.960  0.25
H: 5.641 -4.725 -4.769  0.63
H: 5.774 -4.246 -2.399  0.72
H: 4.115 -3.884 -2.994  -0.66
H: 3.365 -1.636 -3.838  0.38
H: 3.820 -0.371 -2.660  0.09
H: 2.999 -1.878 -2.201  0.12
H: 5.219 -3.142 -0.477  0.30
H: 4.364 -1.728 -0.353  -0.03
H: 5.982 -1.498 -0.347  0.34
H: 7.445 -0.223 -2.175  0.30
C: -3.470 -2.918 -6.482  -1.50
C: -2.814 -1.648 -7.075  1.52
C: -2.189 -2.201 -8.356  -1.92
C: -3.878 -0.565 -7.473  -1.41
C: -4.404 0.197 -6.257  -0.50
C: -3.260 0.715 -5.297  -1.45
C: -2.287 -0.460 -4.868  2.34
C: -1.106 0.250 -4.178  -1.69
C: -3.169 -1.315 -3.871  -1.65
N: -1.859 -0.981 -6.169  0.18
O: -0.754 -1.728 -5.853  -0.31
H: -3.929 -2.753 -5.507  0.27
H: -4.249 -3.224 -7.180  0.52
H: -2.706 -3.668 -6.280  0.21
H: -1.812 -1.464 -9.065  0.41
H: -1.404 -2.928 -8.150  0.38
H: -2.943 -2.801 -8.867  0.42
H: -3.567 0.169 -8.217  0.35
H: -4.688 -1.047 -8.020  0.48
H: -5.136 0.940 -6.575  0.58
H: -5.071 -0.533 -5.797  0.13
H: -3.742 1.379 -4.579  0.13
H: -2.785 1.470 -5.923  0.57
H: -0.666 1.030 -4.799  0.74
H: -0.450 -0.556 -3.848  0.50
H: -1.392 1.047 -3.492  -0.35
H: -3.018 -0.862 -2.891  -0.25
H: -2.725 -2.299 -3.722  0.58
H: -4.255 -1.378 -3.952  0.50
H: -0.009 -1.325 -6.304  0.31
C: 2.882 2.767 -4.040  -1.42
C: 3.510 3.923 -3.153  1.41
C: 4.651 4.654 -3.921  -1.73
C: 2.391 4.940 -3.040  -1.41
C: 2.563 5.951 -1.902  -0.77
C: 2.707 5.153 -0.645  0.30
C: 3.935 4.176 -0.584  1.78
C: 5.338 4.883 -0.404  -2.09
C: 3.754 3.246 0.709  -1.68
N: 3.879 3.390 -1.798  0.74
O: 4.712 2.239 -1.898  -0.16
H: 2.404 3.264 -4.884  0.46
H: 3.656 2.031 -4.257  -0.05
H: 2.051 2.315 -3.497  0.33
H: 4.226 5.067 -4.836  0.48
H: 4.789 5.609 -3.414  0.44
H: 5.611 4.143 -3.995  0.26
H: 2.226 5.695 -3.809  0.45
H: 1.442 4.405 -3.014  0.02
H: 3.238 6.796 -2.035  0.38
H: 1.549 6.324 -1.757  0.17
H: 1.812 4.553 -0.479  -0.56
H: 2.705 5.897 0.151  0.45
H: 5.381 5.418 0.545  0.42
H: 5.482 5.605 -1.208  0.41
H: 6.204 4.225 -0.471  0.37
H: 2.946 2.515 0.674  -0.41
H: 3.639 3.929 1.551  0.53
H: 4.689 2.732 0.929  0.56
H: 5.501 2.585 -2.322  0.19
C: 0.487 -1.839 10.080  -1.60
C: -0.051 -2.951 9.237  0.98
C: -0.082 -4.331 10.026  -1.79
C: -1.574 -2.666 9.027  -0.93
C: -1.649 -1.605 8.004  -1.01
C: -1.111 -2.027 6.629  -0.75
C: 0.408 -2.406 6.664  1.95
C: 0.615 -3.229 5.421  -1.73
C: 1.396 -1.177 6.559  -1.52
N: 0.585 -3.287 7.933  0.40
O: 1.938 -3.701 8.061  -0.50
H: 0.658 -0.934 9.497  0.30
H: -0.307 -1.675 10.809  0.36
H: 1.369 -2.240 10.578  0.44
H: 0.869 -4.841 10.184  0.42
H: -0.440 -4.269 11.053  0.37
H: -0.465 -5.193 9.480  0.41
H: -1.939 -3.591 8.580  0.35
H: -2.053 -2.223 9.900  0.42
H: -2.670 -1.224 7.984  0.45
H: -1.081 -0.724 8.304  0.33
H: -1.206 -1.139 6.003  0.09
H: -1.744 -2.869 6.348  0.43
H: -0.168 -3.986 5.369  0.42
H: 1.638 -3.593 5.508  0.54
H: 0.457 -2.675 4.495  -0.03
H: 2.358 -1.322 7.050  0.23
H: 1.045 -0.334 7.153  0.33
H: 1.561 -0.849 5.533  0.32
H: 1.933 -4.440 7.449  0.39
C: -4.868 -2.487 -0.648  -0.29
C: -5.846 -3.493 -0.015  1.93
C: -7.021 -2.686 0.490  -1.81
C: -6.460 -4.392 -1.190  -1.74
C: -5.334 -5.421 -1.653  0.26
C: -4.935 -6.217 -0.401  -1.63
C: -4.327 -5.374 0.754  1.83
C: -4.140 -6.353 2.015  -2.17
C: -2.914 -4.921 0.271  -1.24
N: -5.263 -4.273 1.085  0.18
O: -4.868 -3.546 2.298  -0.53
H: -3.900 -2.467 -0.147  -0.59
H: -4.728 -2.638 -1.718  0.02
H: -5.184 -1.444 -0.664  0.02
H: -7.552 -2.165 -0.307  0.35
H: -7.854 -3.244 0.918  0.47
H: -6.767 -2.024 1.317  0.37
H: -7.377 -4.915 -0.920  0.42
H: -6.645 -3.695 -2.007  0.49
H: -5.739 -6.160 -2.345  0.57
H: -4.428 -4.983 -2.071  -0.36
H: -4.169 -6.940 -0.683  0.42
H: -5.628 -7.004 -0.106  0.37
H: -3.818 -7.383 1.864  0.35
H: -5.050 -6.289 2.611  0.53
H: -3.464 -5.859 2.714  0.38
H: -2.865 -4.522 -0.742  -0.12
H: -2.287 -5.806 0.376  0.66
H: -2.469 -4.224 0.982  0.35
H: -4.228 -2.933 1.929  0.47
C: -2.369 -6.870 -3.076  -1.03
C: -0.996 -7.493 -3.143  1.50
C: -0.980 -8.988 -3.235  -2.03
C: -0.324 -7.244 -4.672  -1.44
C: 0.312 -5.843 -4.691  -0.29
C: 1.337 -5.879 -3.538  -1.27
C: 0.800 -5.870 -2.114  2.73
C: 2.060 -6.017 -1.232  -2.27
C: 0.170 -4.502 -1.828  -0.73
N: -0.067 -7.089 -2.061  0.21
O: -0.582 -7.316 -0.749  -0.39
H: -2.917 -7.266 -2.222  0.03
H: -2.258 -5.785 -3.079  0.00
H: -3.044 -7.153 -3.883  0.49
H: -1.726 -9.372 -3.931  0.40
H: 0.015 -9.401 -3.401  0.44
H: -1.328 -9.478 -2.325  0.41
H: 0.378 -8.010 -5.002  0.35
H: -1.125 -7.262 -5.411  0.50
H: 0.686 -5.647 -5.696  0.36
H: -0.416 -5.039 -4.584  -0.12
H: 2.104 -5.135 -3.749  -0.30
H: 1.800 -6.858 -3.666  0.70
H: 1.791 -6.187 -0.190  0.46
H: 2.819 -5.241 -1.136  0.13
H: 2.650 -6.895 -1.496  0.55
H: 0.951 -3.783 -1.581  -0.20
H: -0.284 -4.522 -0.837  0.24
H: -0.557 -4.123 -2.546  0.20
H: -0.055 -8.082 -0.507  0.35

Calculated values
HOMO	-7.85	eV
maximum force	5.78	eV/A
lowest unoccupied orbital energy	0.014	Ha
Kohn-Sham gap	8.24	eV

---

# 2
This record from the OMol25 dataset describes a single C3H6N2O2S molecule at a distorted geometry. The level of theory is the ωB97M-V functional and the def2-TZVPD basis.

Last column: natural (NBO) charge in e.
Positions of all 14 atoms, in Å:
C: -2.366 -0.552 -1.035  -0.12
N: -1.266 -0.033 -0.747  -0.14
O: -1.161 0.230 0.576  -0.38
C: -0.109 1.016 0.774  0.33
S: -0.198 2.569 1.278  -0.21
N: 1.003 0.367 0.574  -0.10
C: 1.262 -0.933 -0.146  -0.44
O: 2.260 0.882 0.750  -0.54
H: -2.444 -1.201 -1.941  0.21
H: -3.149 -0.627 -0.160  0.18
H: 1.269 -0.625 -1.353  0.23
H: 0.558 -1.742 0.113  0.23
H: 2.389 -1.109 0.108  0.25
H: 1.952 1.757 1.207  0.49

Calculated values
HOMO	-8.62	eV
maximum force	4.11	eV/A
lowest unoccupied orbital energy	0.023	Ha
Kohn-Sham gap	9.26	eV